Entry from the Open Molecules 2025 dataset: 3 unconnected molecules or ions with the total composition C18H41BN2O12P2 at a distorted geometry (ωB97M-V/def2-TZVPD).

The geometry in ORCA input format:
```
! wB97M-V def2-TZVPD RIJCOSX def2/J DEFGRID3
* xyz 0 1
N -8.2142 3.9082 -5.6221
B -6.9101 4.3543 -5.9730
O -6.5297 5.6267 -5.6114
C -5.8609 3.4166 -6.7306
N -6.4135 2.9832 -8.0175
C -6.3906 1.5820 -8.0938
O -7.1329 0.9045 -8.7420
C -5.3025 1.1314 -7.1141
C -5.6792 2.0573 -5.9493
C -4.6335 2.2780 -4.8494
C -5.1067 1.9168 -3.4561
O -4.6468 2.4063 -2.4729
O -6.0689 0.9456 -3.3714
H -8.9333 4.5758 -5.8685
H -8.4363 3.0079 -6.0277
H -5.6341 5.7917 -5.9226
H -4.8434 3.8163 -6.8214
H -6.1581 3.4908 -8.8493
H -5.5178 0.0765 -6.9527
H -4.3074 1.3531 -7.4975
H -6.6161 1.6307 -5.5950
H -3.7739 1.6311 -5.0389
H -4.3308 3.3192 -4.7682
H -6.8844 1.3296 -3.0219
C -0.3435 3.1905 -1.0634
C 0.8950 2.3127 -1.0519
O 0.8631 1.3505 -0.0005
P -0.1106 0.0667 -0.1256
O 0.1562 -0.6139 -1.4027
O 0.5366 -0.8762 1.0108
C 1.1018 -2.1468 0.6940
C 2.5833 -2.0316 0.3946
O -1.2928 0.5258 0.8644
C -2.6393 0.7574 0.4007
C -3.0721 -0.1866 -0.6989
H -1.2265 2.6184 -1.3635
H -0.2263 4.0133 -1.7696
H -0.5327 3.6024 -0.0719
H 1.0217 1.8134 -2.0161
H 1.7805 2.9238 -0.8792
H 0.5693 -2.6135 -0.1341
H 0.9548 -2.7838 1.5676
H 2.7807 -1.2311 -0.3181
H 2.9706 -2.9682 -0.0089
H 3.1366 -1.7923 1.3034
H -2.7386 1.7957 0.0761
H -3.2883 0.6362 1.2673
H -2.4626 -0.0544 -1.5979
H -4.1102 0.0026 -0.9694
H -2.9732 -1.2264 -0.3820
C 8.3734 -3.5439 4.3932
C 7.1069 -3.1030 3.6827
O 5.9309 -3.4915 4.3893
P 5.5121 -2.7027 5.7357
O 5.4555 -1.2611 5.4503
O 3.9793 -3.1816 5.8631
C 2.8995 -2.2485 5.8130
C 2.3940 -2.0637 4.3973
O 5.9849 -3.7799 6.8387
C 7.0226 -3.5057 7.7979
C 7.0353 -2.0727 8.2881
H 8.5174 -2.9786 5.3188
H 9.2473 -3.3767 3.7631
H 8.3220 -4.6022 4.6503
H 7.1114 -2.0217 3.5236
H 7.0465 -3.5790 2.7046
H 3.1911 -1.2957 6.2532
H 2.1061 -2.6598 6.4387
H 3.2148 -1.8779 3.7053
H 1.6906 -1.2324 4.3381
H 1.8896 -2.9685 4.0531
H 7.9919 -3.7765 7.3712
H 6.8488 -4.1797 8.6362
H 7.2493 -1.3747 7.4736
H 7.8024 -1.9402 9.0506
H 6.0679 -1.8004 8.7124
*
```

As for the HOMO energy: -9.700 eV. As for the gap between HOMO and LUMO: 9.9 eV. The SMILES is NB(O)[C@@H]1NC(=O)C[C@H]1CC(=O)O.CCOP(=O)(OCC)OCC.CCOP(=O)(OCC)OCC. Its LUMO energy is 0.17 eV.